Entry 1:
A cluster of 17 separate species, C30H94O17 in total. Source: OMol25; level of theory: ωB97M-V/def2-TZVPD.

Cartesian coordinates (Å):
O 0.823 -2.448 -3.932
O -0.959 -2.890 3.445
O 3.271 -2.860 -0.134
O 2.357 -0.200 5.221
O 1.162 2.869 -0.742
O 0.359 -0.606 2.086
O 2.991 0.774 -1.343
O 2.996 -0.291 1.238
O -2.072 0.458 5.343
O -6.364 2.746 -0.735
O -6.683 0.479 3.829
O 2.366 -4.561 -2.389
O -1.758 -2.380 -2.957
O -0.130 -1.398 -6.280
O 0.161 1.756 3.918
O -3.259 4.163 1.404
O 0.191 3.648 1.962
C -1.721 0.280 1.165
C -0.017 0.726 -5.227
C -0.256 -0.075 0.884
C 0.321 -4.776 -1.143
C -0.404 5.939 2.118
C 4.368 -1.033 4.134
C -0.157 -1.148 -0.175
C 0.695 4.922 2.384
C -1.127 3.095 -1.177
C -5.282 2.451 -1.610
C 3.446 -4.279 1.840
C -5.545 -0.058 1.733
C -6.713 -0.342 2.704
C 3.988 -3.951 0.445
C -0.950 0.419 -7.568
C 0.186 2.577 -1.733
C 1.674 -6.784 -1.796
C 1.228 -5.388 -2.223
C 2.937 -2.401 5.760
C 0.503 3.321 -3.037
C -0.819 -0.167 -6.180
C 1.964 5.297 1.628
C -4.331 1.593 -0.778
C -5.778 1.711 -2.852
C 4.239 1.302 -1.844
C -8.018 -0.177 1.903
C 2.986 -1.374 4.648
C 5.124 0.125 -2.191
C 5.461 -3.529 0.494
C 4.880 2.182 -0.771
H -6.661 -1.404 2.949
H 5.339 -0.549 -1.357
H -0.151 6.934 2.492
H 4.842 -1.853 3.600
H -2.464 -2.188 -2.328
H -0.131 0.422 -4.180
H -1.745 -0.327 5.795
H -1.471 2.583 -0.269
H -1.850 1.011 1.968
H -0.234 1.795 -5.283
H 0.169 -3.719 -1.351
H -6.344 0.830 -2.544
H -7.008 3.231 -1.269
H 0.431 4.411 -3.018
H -3.482 1.245 -1.368
H -0.674 -2.038 3.074
H 0.231 -1.654 -5.407
H 0.620 3.468 1.108
H 5.601 -2.734 1.236
H -1.952 -3.271 -3.280
H 1.934 2.284 -0.918
H 2.574 -4.085 -1.574
H 3.209 -3.388 2.427
H 1.933 -2.807 5.890
H 0.322 0.811 0.596
H -0.155 -3.417 3.485
H -0.066 2.936 -3.883
H 1.063 0.623 -5.365
H -3.974 2.158 0.083
H 3.178 0.307 -0.498
H 4.173 -4.922 2.339
H -1.332 5.578 2.558
H 6.086 -4.316 0.934
H -1.027 4.123 -0.821
H -0.102 -2.410 -3.597
H 2.702 4.502 1.752
H 2.313 -1.744 3.865
H -4.691 3.306 -1.964
H 4.229 -0.165 3.484
H 2.347 -7.178 -2.554
H -1.836 -0.288 -5.790
H -7.979 -0.903 1.085
H -5.659 -0.633 0.810
H 0.787 -4.897 -0.162
H 1.044 4.949 3.422
H -2.478 3.715 1.755
H 0.096 1.515 -1.980
H -3.793 4.370 2.179
H 3.909 -4.818 -0.215
H -5.395 0.977 1.420
H -1.766 -0.045 -8.124
H 2.403 0.462 4.517
H -0.622 6.099 1.059
H -2.339 -0.585 1.402
H 5.823 -3.235 -0.485
H 2.046 -6.832 -0.773
H -0.640 -0.775 -1.082
H -0.781 -2.022 0.027
H -4.645 -0.460 2.206
H 0.340 0.090 2.764
H -4.859 0.698 -0.438
H 4.359 3.145 -0.752
H 3.124 0.516 1.749
H 2.398 6.262 1.889
H -6.750 1.398 3.551
H 0.629 -5.412 -3.138
H 5.888 2.496 -1.055
H -6.307 2.421 -3.488
H 4.591 -0.516 -2.896
H 3.342 -2.111 0.474
H 0.091 2.433 3.203
H 3.941 1.855 -2.736
H -4.951 1.278 -3.415
H 0.654 2.186 4.626
H 3.476 -3.318 5.478
H 0.765 -7.398 -1.769
H 1.710 5.425 0.569
H -0.630 -5.309 -1.068
H -8.161 0.802 1.443
H 0.884 -1.446 -0.285
H 1.143 -3.329 -3.689
H -1.177 1.486 -7.529
H -8.883 -0.477 2.498
H 3.408 -2.121 6.701
H 6.102 0.490 -2.516
H 2.056 -0.531 1.398
H 5.012 -0.664 4.933
H -1.998 3.007 -1.827
H -0.026 0.270 -8.128
H -1.313 0.791 4.841
H 1.574 3.198 -3.247
H 4.925 1.696 0.201
H 2.481 -4.794 1.828
H -2.129 0.780 0.282

Force components x, y, z for each atom (eV/Å):
-0.8 -0.1 0.3
0.0 0.1 0.0
-0.5 -0.5 -0.3
0.4 0.0 -0.7
0.6 -0.6 0.2
0.3 0.0 0.0
0.0 0.4 0.3
-0.2 -0.1 -0.1
0.2 0.0 0.0
-0.1 0.7 -0.6
0.1 -0.2 0.9
0.1 0.1 -0.9
-0.4 -0.3 0.0
-0.4 -0.3 0.0
0.2 0.1 -0.3
0.1 -0.1 0.1
0.6 0.0 0.3
0.3 0.7 -0.4
0.3 0.2 0.5
-1.0 -0.3 0.6
0.2 -0.4 0.0
-0.2 0.3 0.4
-0.3 0.7 0.1
-0.5 0.2 -0.1
0.4 1.5 -0.7
-0.7 -0.1 1.1
1.0 -1.3 -0.1
-0.3 -0.3 -0.2
0.3 -0.9 0.7
-0.5 0.7 -2.6
0.7 0.9 0.6
-0.1 0.2 -0.3
-1.1 1.4 -0.6
-1.3 -0.1 -0.7
-0.1 0.1 1.9
0.5 -1.6 -0.4
1.1 0.0 -0.1
0.8 0.4 0.4
-0.3 -0.2 -0.9
-0.3 -0.2 -0.4
0.5 -0.2 0.4
-0.1 -1.1 1.2
-0.1 -0.9 0.1
-0.7 -0.1 1.3
0.2 -0.2 -0.2
0.0 -0.6 1.1
0.1 1.1 -1.1
0.1 0.2 0.7
-0.2 0.3 0.4
0.0 -0.1 0.3
0.0 0.0 -0.1
0.1 0.1 0.0
-0.4 0.0 -0.1
-0.1 0.0 -0.1
0.5 -0.2 -0.1
0.2 -0.1 0.2
-0.3 -0.3 -0.3
-0.2 0.0 0.1
-0.5 0.3 -0.1
-0.1 0.0 0.3
-0.6 0.0 0.5
0.1 0.2 -0.1
0.1 -0.2 0.0
0.0 -0.1 -0.5
-0.2 -0.4 -0.3
-0.2 0.4 -0.4
-0.1 0.2 0.0
-0.3 0.0 0.1
-0.3 0.2 -0.1
0.6 0.2 0.0
-0.2 0.6 0.4
-0.2 0.0 -0.2
0.0 0.0 0.0
0.0 0.2 0.3
-0.1 -0.1 -0.5
0.0 0.0 0.0
-0.2 0.2 -0.5
-0.1 0.1 0.3
0.0 0.3 0.2
0.0 -0.2 -0.5
0.1 0.1 -0.5
0.9 0.1 0.0
0.2 0.2 -0.2
0.3 0.1 -0.3
-0.5 0.5 0.3
0.3 -0.2 -0.3
0.2 -0.2 0.3
0.0 -0.2 0.2
0.0 0.1 -0.1
-0.2 -0.1 0.1
0.1 0.2 0.0
-0.8 -0.6 0.3
0.0 0.1 -0.1
0.4 -0.1 0.3
0.0 -0.1 -0.1
-0.3 0.1 -0.1
-0.3 0.0 0.6
0.1 -0.2 0.0
-0.3 0.1 0.3
0.3 -0.4 -0.1
0.2 -0.2 0.0
0.1 0.0 0.0
0.5 0.3 -0.1
0.8 0.2 -0.3
0.2 -0.1 0.7
0.2 0.4 -0.1
-0.1 0.1 0.1
0.1 0.3 -0.2
-0.3 -0.2 0.6
0.0 -0.1 0.0
-0.1 -0.1 0.6
0.0 -0.1 -0.1
0.5 -0.1 -0.3
0.1 -0.4 0.0
-0.3 -0.4 -0.1
0.4 0.2 -0.4
0.1 0.0 -0.1
0.1 -0.1 0.1
0.3 0.1 0.0
0.2 0.4 -0.1
-0.1 -0.1 0.0
0.2 0.3 -0.3
0.2 -0.2 -0.2
0.2 -0.4 -0.1
-0.1 0.1 -0.2
0.1 0.1 0.3
-0.1 -0.1 -0.6
0.3 0.3 0.0
0.1 0.0 0.1
0.0 0.4 0.1
-0.3 0.5 0.0
-0.1 -0.2 -0.5
0.1 0.1 0.3
0.0 -0.3 0.2
0.3 0.2 -0.5
0.0 0.1 0.0
-0.1 0.0 0.1
-0.1 -0.4 -0.2
-0.1 0.0 0.0
0.1 -0.2 -0.4
0.0 -0.3 0.1

- HOMO: -9.36 eV
- Energy relative to the best compared isomer or geometry (same formula, charge and spin): 0.0 kcal/mol
- F_max: 2.7 eV Å⁻¹
- Gap between HOMO and LUMO: 9.4 eV

---

Entry 2:
A structure of composition C5H8O. Source: OMol25; level of theory: ωB97M-V/def2-TZVPD.

Cartesian coordinates (Å):
O 0.183 -1.179 1.177
C -0.758 0.566 -0.310
C -0.977 -1.658 1.586
C 0.304 -0.223 0.342
C 1.466 0.393 -0.360
C 0.371 0.989 -1.305
H -1.894 -1.281 1.151
H 2.204 -0.287 -0.800
H -1.143 1.349 0.370
H 0.437 2.052 -1.542
H 0.333 0.409 -2.231
H -1.629 0.025 -0.706
H 2.001 1.170 0.206
H -0.897 -2.324 2.422

Force components x, y, z for each atom (eV/Å):
0.7 -0.4 0.6
-0.1 -0.1 -0.1
-0.6 -0.3 0.3
-0.1 0.6 -0.5
0.0 -0.1 0.1
0.0 0.2 -0.2
0.2 0.0 0.2
-0.1 0.2 -0.1
0.1 0.0 -0.3
0.1 -0.1 0.1
-0.2 0.2 0.1
0.2 0.1 -0.1
-0.1 -0.2 0.0
-0.1 -0.2 0.0

- HOMO (alpha / beta): -6.55 / -7.05 eV
- Energy relative to the best compared isomer or geometry (same formula, charge and spin): 101.3 kcal/mol
- F_max: 1.0 eV Å⁻¹
- Gap between HOMO and LUMO (alpha / beta): 7.6 / 8.1 eV

---

Entry 3:
A structure of composition C26H18F5N6O4S2Tc. Source: OMol25; level of theory: ωB97M-V/def2-TZVPD.

Cartesian coordinates (Å):
Tc -0.033 1.077 -0.597
S -0.297 1.675 2.183
S -0.360 3.169 -1.404
F -4.866 4.668 -4.812
F -0.960 5.736 -2.510
F -2.584 1.302 -2.564
F -4.632 2.083 -4.066
F -3.031 6.494 -4.046
O 0.885 2.104 1.418
O 1.199 0.304 -2.082
O -0.081 0.640 3.143
O -3.324 2.192 0.155
N 1.299 -2.385 1.537
N -1.362 1.312 0.983
N 2.397 -4.489 1.630
N 0.374 -0.790 0.375
N 1.796 -6.521 1.282
N 1.636 -5.530 2.053
C 3.059 -4.845 0.487
C 2.260 -3.215 2.256
C -0.017 -2.747 1.348
C 3.162 -6.904 -0.804
C -2.660 2.579 -2.897
C -2.389 3.112 2.167
C 1.505 -1.198 0.940
C 3.939 -4.183 -0.369
C -3.728 2.968 -3.679
C 2.673 -6.169 0.279
C 4.410 -4.917 -1.434
C -0.581 -1.751 0.629
C -3.056 4.856 3.636
C -2.907 5.235 -3.672
C -3.853 4.299 -4.067
C -1.862 4.725 4.340
C -0.002 0.077 -2.258
C -0.912 3.779 3.971
C -2.468 2.175 1.003
C -1.844 4.831 -2.885
C -1.209 2.998 2.872
C 2.795 -0.465 0.882
C -0.586 -0.782 -3.303
C -1.685 3.493 -2.472
C -3.335 4.051 2.541
C 4.030 -6.259 -1.651
H -3.775 5.597 3.953
H 0.012 3.661 4.518
H 5.100 -4.456 -2.126
H -0.972 -1.672 -2.800
H 1.903 -3.383 3.273
H -1.432 -0.298 -3.774
H 3.431 -0.695 1.733
H -1.673 5.365 5.190
H -0.410 -3.664 1.745
H 4.250 -3.161 -0.206
H 3.334 -0.709 -0.035
H -1.599 -1.633 0.306
H 4.438 -6.785 -2.501
H 0.167 -1.067 -4.034
H 2.604 0.604 0.899
H 3.220 -2.699 2.284
H -4.259 4.141 1.989
H 2.867 -7.931 -0.955

Force components x, y, z for each atom (eV/Å):
-0.1 0.2 0.0
0.1 -0.1 0.1
0.0 -0.1 -0.1
-0.1 0.0 -0.1
0.1 0.1 0.0
0.0 -0.2 0.2
-0.1 -0.1 0.0
0.0 0.2 0.0
0.0 0.0 -0.1
0.2 0.1 0.1
0.0 0.0 0.0
0.1 0.0 0.0
0.0 0.1 0.0
-0.1 0.1 0.1
0.2 -0.1 -0.2
0.1 0.0 0.1
-0.1 -0.3 0.0
-0.2 0.1 0.4
0.0 0.0 0.0
0.1 0.0 0.1
-0.2 0.1 0.0
0.0 0.1 0.1
-0.1 0.2 -0.1
-0.1 0.0 -0.1
0.1 0.1 0.0
0.0 -0.1 0.0
0.2 0.1 0.1
0.1 0.2 0.0
0.0 0.0 0.0
0.0 -0.2 0.1
0.0 0.0 0.0
0.1 -0.2 0.1
0.2 -0.1 0.1
0.1 -0.1 0.0
0.0 -0.3 -0.2
-0.1 0.1 0.0
-0.1 0.0 0.0
-0.2 -0.1 -0.1
0.1 0.0 0.0
0.0 0.0 0.0
0.1 0.0 0.0
0.0 0.1 0.0
0.0 0.0 0.0
0.0 0.1 0.0
0.0 0.0 0.0
0.0 0.0 0.0
0.0 0.0 0.0
0.0 0.0 0.0
0.0 0.0 -0.1
-0.1 0.1 -0.1
0.0 0.0 0.0
0.0 0.0 0.0
-0.1 -0.1 0.0
0.0 0.1 0.0
0.0 0.0 0.0
-0.1 0.0 0.0
0.0 0.0 0.0
0.0 0.0 0.0
0.0 0.1 0.0
-0.1 -0.1 0.0
0.0 0.0 0.0
0.0 -0.1 0.0

- HOMO (alpha / beta): -11.41 / -11.41 eV
- Total charge: +1
- Energy relative to the best compared isomer or geometry (same formula, charge and spin): 16.0 kcal/mol
- F_max: 0.4 eV Å⁻¹
- Multiplicity: 2
- Gap between HOMO and LUMO (alpha / beta): 5.5 / 7.1 eV
- Expectation value of S²: 1.2409

---

Entry 4:
A structure of composition C33H18MoN8. Source: OMol25; level of theory: ωB97M-V/def2-TZVPD.

Cartesian coordinates (Å):
Mo 0.086 0.025 -0.046
N -0.934 1.678 0.652
N 0.346 -1.746 -1.077
N -0.731 -1.072 1.475
N 0.216 0.999 -1.851
N 0.930 -0.845 -3.242
N -1.759 0.733 2.719
N -0.599 3.181 -1.203
N -0.236 -3.300 0.679
C 0.706 1.470 -4.040
C 0.649 0.419 -3.022
C -1.545 1.731 1.884
C -1.677 3.812 0.927
C 0.176 3.834 -4.152
C 1.035 -3.240 -2.651
C 1.077 1.439 -5.377
C 1.604 -5.263 -3.750
C 0.554 3.809 -5.484
C -2.677 3.710 3.135
C -1.422 -2.815 2.780
C -2.668 5.764 1.838
C -0.731 -2.441 1.552
C -1.706 -4.057 3.338
C 1.274 -5.984 -2.589
C 0.820 -5.343 -1.453
C 0.782 -1.837 -2.364
C -2.008 3.100 2.080
C -2.007 5.155 0.787
C 0.264 2.646 -3.441
C -1.864 -1.635 3.377
C -0.073 2.320 -2.053
C -2.432 -4.079 4.514
C 0.248 -2.988 -0.513
C -2.876 -2.890 5.117
C 1.814 0.351 0.668
C -1.444 -0.536 2.519
C 0.706 -3.956 -1.498
C -1.014 2.875 0.026
C -2.998 5.048 2.999
C 1.486 -3.888 -3.797
C 0.999 2.625 -6.088
C -2.604 -1.657 4.555
H 1.414 0.520 -5.836
H -2.939 6.809 1.768
H -0.175 4.739 -3.675
H 2.295 -0.295 1.404
H 1.734 -3.327 -4.688
H -2.947 -0.737 5.009
H -2.668 -5.026 4.980
H -1.751 5.696 -0.114
H 2.404 1.222 0.377
H 1.284 2.642 -7.132
H 0.561 -5.890 -0.556
H -3.516 5.557 3.802
H -2.931 3.152 4.026
H -3.446 -2.946 6.035
H 0.504 4.716 -6.072
H 1.379 -7.061 -2.589
H -1.365 -4.967 2.863
H 1.954 -5.801 -4.621

Force components x, y, z for each atom (eV/Å):
0.9 0.2 0.2
-0.2 -0.3 0.1
-0.1 0.1 0.1
-0.3 0.1 -0.1
-0.1 -0.1 0.1
-0.1 -0.1 0.2
0.0 0.0 -0.1
0.0 -0.2 0.2
0.0 0.1 -0.1
0.0 -0.2 -0.1
0.0 0.0 -0.1
0.0 0.1 0.0
0.0 0.1 -0.2
0.0 0.0 0.0
0.0 0.1 -0.2
0.0 0.0 0.0
0.0 -0.1 0.1
0.0 -0.1 0.0
0.0 0.0 0.0
0.0 -0.2 -0.1
0.0 0.0 0.1
0.1 -0.1 0.1
0.0 0.0 0.0
0.0 0.0 -0.1
0.0 0.0 0.0
0.1 0.0 -0.1
0.0 -0.1 0.2
0.0 0.0 0.0
-0.1 0.1 0.2
-0.1 0.2 0.1
0.0 0.1 -0.1
0.0 0.1 0.0
0.0 -0.1 0.0
0.0 -0.1 0.0
-0.5 -0.1 -0.2
0.1 -0.1 0.1
-0.1 -0.1 0.2
0.1 0.2 -0.1
0.0 0.0 0.0
0.0 0.0 0.0
0.0 0.1 0.0
0.0 0.0 0.0
0.0 0.0 0.0
0.0 0.0 0.0
0.0 0.0 0.0
0.0 0.0 0.0
0.0 0.0 0.0
0.0 0.0 0.0
0.0 0.0 0.0
0.0 0.0 0.0
0.0 0.0 0.0
0.0 0.0 0.0
0.0 0.0 0.0
0.0 0.0 0.0
0.0 0.0 0.0
0.0 0.0 0.0
0.0 0.0 0.0
0.0 0.0 0.0
0.0 0.0 0.0
0.0 0.0 0.0

- HOMO (alpha / beta): -6.79 / -6.41 eV
- Energy relative to the best compared isomer or geometry (same formula, charge and spin): 0.0 kcal/mol
- F_max: 1.0 eV Å⁻¹
- Multiplicity: 3
- Gap between HOMO and LUMO (alpha / beta): 5.3 / 4.5 eV
- Expectation value of S²: 2.1230

---

- What is the F_max in the second record?
  1.0 eV Å⁻¹